Entry 1:
C35H34F32O8 | ωB97M-V with the def2-TZVPD basis set

Calculated values
- HOMO level: -9.67 eV
- Gap between HOMO and LUMO: 7.52 eV

Element x y z (Å)
C  4.57973  -7.57121  0.82425
C  5.28855  -6.40559  0.40878
C  5.60730  -4.88928  -0.22112
C  4.78290  -3.74176  0.63977
C  3.77690  -2.81590  -0.28131
C  2.24068  -3.41159  -0.40249
C  2.11286  -4.86252  -0.76937
C  0.59009  -5.47406  -0.87091
O  0.47076  -6.69206  -1.46022
C  -0.73979  -4.63912  -0.29849
C  -0.64264  -3.16914  0.05796
O  -1.78583  -2.36340  0.52737
C  -2.50223  -3.01436  1.63565
C  -3.85338  -3.85996  1.15064
O  -4.62133  -3.18237  0.09212
C  -5.59988  -4.21777  -0.36537
C  -5.06031  -5.00843  -1.72268
C  0.86819  -2.50312  -0.17230
O  1.03100  -1.15362  -0.22258
H  3.88784  -8.53023  0.98644
H  6.76953  -4.75354  -0.21126
H  5.27193  -4.81994  -1.35755
H  5.62349  -3.10049  1.19197
H  4.12073  -4.29594  1.43397
H  3.81865  -1.72551  0.19078
H  4.28898  -2.74275  -1.34942
H  3.01091  -5.58078  -0.98582
H  -1.74705  -5.23803  -0.19017
H  -1.80755  -3.64966  2.34857
H  -2.92438  -2.13182  2.31883
H  -3.63036  -4.97818  0.88457
H  -4.55826  -3.87776  2.10960
H  -5.81450  -5.02421  0.48607
H  -6.64950  -3.74055  -0.65766
H  -5.93147  -5.55063  -2.30106
H  -4.25547  -5.83547  -1.43695
H  -4.53956  -4.25848  -2.46285
C  4.29966  -0.88589  5.40338
C  4.84592  0.50328  5.76982
C  5.49566  1.26545  4.61975
F  6.55911  0.61183  4.10184
F  5.96137  2.46909  5.04555
F  5.69248  0.38376  6.82695
F  3.78793  1.24536  6.22647
O  5.15178  -1.99747  5.69399
C  6.14371  -2.28215  4.70999
C  7.57347  -2.07042  5.22412
F  7.76803  -0.80314  5.66732
F  8.48612  -2.28038  4.23767
F  5.87538  -1.56900  3.58951
F  5.96765  -3.58712  4.37087
H  3.41889  -1.04895  6.03693
H  3.90889  -0.92585  4.37924
H  4.77912  1.45415  3.81561
H  7.79373  -2.75096  6.05111
C  -2.37891  -1.22140  -5.06610
C  -3.01774  -0.00620  -4.37499
C  -4.18327  -0.33044  -3.44647
F  -5.20896  -0.92716  -4.09320
F  -4.69004  0.80571  -2.89937
F  -3.37366  0.90588  -5.31834
F  -2.03724  0.59635  -3.63062
O  -2.82367  -1.49825  -6.39717
C  -4.02964  -2.25274  -6.49519
C  -5.18116  -1.45949  -7.12615
F  -5.44801  -0.32217  -6.43654
F  -6.33096  -2.18611  -7.13506
F  -4.34076  -2.75344  -5.27512
F  -3.73375  -3.32775  -7.27351
H  -1.31336  -0.98687  -5.18157
H  -2.39290  -2.11811  -4.43453
H  -3.86617  -0.97947  -2.62556
H  -4.94089  -1.17766  -8.15494
C  -7.91046  3.18639  -5.23656
C  -7.62817  2.23158  -6.40751
C  -6.22385  2.32729  -6.99440
F  -5.95284  3.55538  -7.48908
F  -6.07801  1.46065  -8.03105
F  -8.57866  2.40705  -7.36368
F  -7.80648  0.95565  -5.93980
O  -8.57756  4.40872  -5.56380
C  -7.73540  5.45885  -6.03415
C  -8.01579  5.84168  -7.49298
F  -7.87787  4.78182  -8.32842
F  -7.14581  6.79296  -7.92689
F  -6.44118  5.12129  -5.81712
F  -7.98212  6.52401  -5.22574
H  -8.61318  2.66497  -4.57472
H  -7.02494  3.35726  -4.61220
H  -5.46517  2.07910  -6.24709
H  -9.03357  6.22521  -7.60527
C  4.01189  6.48934  6.45152
C  4.33707  6.97729  7.87230
C  5.11377  8.28782  7.94285
F  6.31607  8.20984  7.33068
F  5.36755  8.62510  9.23467
F  4.97528  5.98517  8.54823
F  3.14289  7.15643  8.52067
O  4.90013  5.51364  5.89904
C  6.08415  6.03399  5.29858
C  7.36192  5.61769  6.03842
F  7.34120  6.00452  7.33851
F  8.46150  6.19208  5.48067
F  5.96342  7.37747  5.16993
F  6.10695  5.54004  4.03191
H  3.04769  5.96983  6.51594
H  3.82855  7.31722  5.75570
H  4.54764  9.10776  7.49244
H  7.48813  4.53184  6.01505

Atomic forces in eV per Å
4.1840 8.1218 -3.5037
-6.0088 -7.2165 1.9034
-0.2726 -1.1500 0.2726
0.1367 -0.5590 0.4093
0.5440 0.7739 0.1073
-0.2898 -4.1863 -0.8739
-1.8670 3.9599 1.2328
0.2018 -4.2793 -2.2420
0.2625 7.5201 3.8142
1.1481 3.1604 0.5785
0.2188 -3.9688 -1.1121
3.1021 -2.8051 -0.0499
-1.8019 0.3853 1.0725
0.1613 0.2305 1.5055
-0.2326 -2.9328 0.7538
-0.9745 -0.8544 -1.2554
0.5503 -0.1493 0.2648
1.0363 6.0247 -0.3860
-1.1978 -8.4702 0.4986
2.2720 2.6496 -0.3041
-2.3223 -0.1435 0.1678
0.6301 -0.6125 2.4120
-2.1690 -1.1547 -1.2212
1.4803 1.1320 -1.4110
-0.5528 -2.3708 -1.1650
-1.4174 -0.0556 2.0815
-2.0012 1.4937 0.4712
2.3411 1.3270 -0.3983
-1.3510 1.0444 -1.7956
1.0399 -1.7257 -1.7388
-0.1934 2.1269 0.2635
1.5563 -0.1212 -1.7671
0.4874 1.8672 -1.7460
2.4761 -0.5687 0.8313
1.6468 1.1572 1.3352
-1.6863 1.7610 -0.5884
-1.1250 -1.3625 1.5310
-0.9208 -0.5562 0.2565
0.1199 -0.5051 0.9495
0.3754 0.8461 -0.4419
-0.2636 0.4764 0.1315
-0.2182 -0.1021 0.2480
-0.0965 0.1599 -0.4502
0.1847 -0.0386 -0.5732
1.4124 0.5101 -1.2150
-2.1115 -0.0991 0.0649
0.9122 0.2516 0.3970
-0.1927 -0.5946 -0.0070
-0.5741 -0.1361 0.0028
0.5034 -0.7389 0.0934
0.5261 0.4629 0.3033
0.3583 0.1117 0.0704
0.3264 0.1741 0.1615
-0.1221 -0.0996 0.0880
-0.2184 -0.0825 -0.1048
1.0375 -0.3085 -0.2392
0.4303 0.2988 -0.7243
-0.6059 0.1403 0.7986
0.1525 0.3551 0.3798
0.2824 0.1397 -0.1489
-0.1609 -0.1215 0.2584
-0.4272 -0.4305 0.1286
-1.8084 -0.3457 0.4856
1.9022 -0.4563 0.7186
-0.7589 0.5746 -0.4115
0.4892 -0.7629 -0.0939
0.5797 -0.1451 0.1214
-0.2581 -0.2460 -0.8325
-0.4533 0.6387 0.0041
-0.3179 0.1877 -0.0764
-0.2742 0.3008 -0.0593
0.1748 -0.0241 -0.0597
0.1590 -0.1306 0.0702
-0.4891 -0.1344 0.9786
-0.9757 0.0966 -0.0783
0.8264 -0.3675 -0.4508
0.0587 -0.5063 -0.0620
-0.3753 0.1431 -0.0989
0.3950 -0.0189 0.0830
0.4119 0.3974 0.0071
1.3699 0.7409 -1.1379
-0.1051 -1.0823 1.8701
-0.1710 0.1079 -0.9699
-0.2664 0.3906 0.4150
-0.1106 -0.1710 0.5332
-0.4589 0.8354 -0.1673
-0.0838 -0.1721 -0.7301
0.0111 0.0675 -0.3735
-0.0541 -0.0368 -0.4054
-0.1617 0.0115 0.1132
0.0439 -0.0087 0.2453
-0.8612 -0.4702 -0.4888
0.0435 -1.0870 0.1242
0.4204 0.8131 0.5518
-0.3546 0.2120 0.4054
-0.2860 -0.2393 -0.0425
-0.0422 0.4710 -0.1527
0.2537 0.4195 -0.3008
1.4988 1.1401 0.0014
-2.0207 0.1398 -0.4561
0.7784 -0.3213 0.5799
-0.1289 -0.3132 -0.4863
-0.5307 -0.0161 -0.2171
0.5366 -0.6115 -0.4223
0.3987 -0.0282 0.6369
0.3233 -0.0264 0.2001
0.2763 -0.0546 0.2969
-0.1280 -0.1242 -0.0706
-0.1998 0.0499 -0.1729



Entry 2:
C35H34F4I2N3O17 | ωB97M-V with the def2-TZVPD basis set

Calculated values
- Charge: +1
- HOMO level: -11.03 eV
- Gap between HOMO and LUMO: 7.16 eV

Element x y z (Å)
C  3.79342  -4.70563  -1.39054
C  3.95025  -3.24490  -1.83806
C  3.10359  -2.92816  -3.06351
N  1.64083  -3.08374  -2.84921
C  0.98439  -1.90434  -2.57252
N  1.41131  -1.05123  -1.59316
C  2.01671  0.25068  -1.91599
C  2.75926  0.74490  -0.66892
O  3.70676  0.18693  -0.20698
I  2.00340  2.53220  0.18813
N  -0.10805  -1.63674  -3.24931
C  -0.97435  -0.47234  -2.95350
C  -2.28017  -0.87700  -2.25126
C  -2.14179  -0.75635  -0.72562
I  -3.97473  -0.29428  0.22664
C  -0.53275  -2.53878  -4.35377
F  -1.58993  -1.95088  -4.91753
F  0.42210  -2.60392  -5.27597
C  -0.96641  -3.97403  -3.87821
F  -0.06330  -4.86945  -4.28979
F  -2.13872  -4.27573  -4.43253
H  3.45803  -5.34424  -2.21184
H  3.11064  -4.82812  -0.54721
H  4.75657  -5.09445  -1.06799
H  3.79931  -2.54210  -1.01736
H  4.98578  -3.10787  -2.15378
H  3.36106  -3.65970  -3.83231
H  3.33170  -1.95429  -3.49795
H  1.43445  -3.83378  -2.19534
H  1.97701  -1.56004  -0.92250
H  2.76114  0.18815  -2.71552
H  1.28462  1.00538  -2.18737
H  -1.16762  0.07858  -3.86953
H  -0.44489  0.19692  -2.28932
H  -3.10943  -0.28310  -2.63283
H  -2.52548  -1.91951  -2.46917
H  -1.40094  -0.01839  -0.43000
H  -1.85760  -1.71343  -0.29433
H  -1.04233  -4.01566  -2.78823
C  -0.87405  0.68214  3.69732
C  -0.98779  0.94390  5.01276
C  -0.86115  -0.14407  6.06312
O  -0.96310  0.20605  7.22163
C  -0.63468  -1.50683  5.62751
C  -0.52752  -1.75804  4.31649
C  -0.62948  -0.66845  3.27244
O  -0.49909  -1.01127  2.10338
O  -0.32319  -2.96797  3.81208
O  -1.21796  2.14331  5.49813
H  -0.96145  1.45068  2.94203
H  -0.56099  -2.27979  6.37920
H  -0.28925  -2.84762  2.84401
H  -1.25125  2.04051  6.47190
C  -5.20543  2.58799  -7.25170
C  -4.83729  2.79520  -5.97806
C  -3.98760  1.80246  -5.21979
O  -3.68166  2.08216  -4.07010
C  -3.58394  0.58745  -5.87952
C  -3.94940  0.37072  -7.15239
C  -4.78195  1.37768  -7.92360
O  -5.04221  1.09024  -9.07531
O  -3.62929  -0.70732  -7.83925
O  -5.17518  3.86815  -5.28168
H  -5.81088  3.29258  -7.80391
H  -2.99039  -0.11507  -5.31476
H  -4.02597  -0.59166  -8.72812
H  -4.77893  3.76542  -4.39541
C  5.58672  -1.47669  1.86623
C  5.79376  -1.06673  3.12878
C  6.66908  -1.83479  4.09872
O  6.79550  -1.35728  5.20952
C  7.28212  -3.06640  3.65247
C  7.07253  -3.47834  2.39451
C  6.21785  -2.69620  1.42128
O  6.10070  -3.16147  0.29700
O  7.58694  -4.59080  1.89337
O  5.26374  0.02870  3.63958
H  4.96572  -0.92612  1.17484
H  7.89282  -3.61770  4.35327
H  7.28489  -4.64173  0.96668
H  5.58624  0.08122  4.56328
C  -2.60381  5.88288  6.25642
C  -3.22553  5.19718  5.28733
C  -4.35315  5.79280  4.47135
O  -4.82649  5.07855  3.60335
C  -4.79055  7.13658  4.76354
C  -4.17213  7.82416  5.73663
C  -3.02682  7.23876  6.53752
O  -2.52684  7.95633  7.38274
O  -4.49451  9.05688  6.08302
O  -2.92179  3.95210  4.94722
H  -1.79562  5.46983  6.84329
H  -5.60627  7.54803  4.18631
H  -3.88625  9.30702  6.80735
H  -3.54159  3.73312  4.22020

Atomic forces in eV per Å
0.0069 0.0840 0.1404
0.2872 -0.1629 -0.4523
0.2415 -0.6271 0.2456
0.0337 0.3557 0.3721
-0.3842 -0.1171 0.3022
0.5696 -0.1355 -0.4023
-0.0757 0.6026 0.2692
0.4799 0.0219 0.3202
-0.6896 0.0338 -0.4336
-0.0309 -0.0447 -0.0345
0.0889 0.2419 -0.1631
-0.5469 0.1598 0.2056
0.0651 -0.2306 0.2772
0.0535 -0.3867 -0.2105
-0.1050 0.0982 0.0877
-0.0749 0.0218 -0.1380
-0.1390 0.0747 -0.0343
0.1922 0.0332 0.0021
0.3540 0.1279 0.1561
0.1967 -0.1897 -0.0844
-0.3213 0.0036 -0.0244
-0.0312 0.0167 0.0096
-0.0749 -0.0021 -0.0695
-0.0375 0.0062 0.0986
0.0124 -0.0140 0.0160
0.0005 0.1526 0.1081
-0.0804 0.0796 -0.0854
-0.2604 0.1091 0.1195
-0.1295 -0.1634 -0.2384
0.2227 0.0673 -0.1274
-0.0155 -0.1558 0.0264
-0.1006 -0.1567 -0.0779
0.0918 -0.1581 -0.1243
0.1493 -0.0776 -0.0878
0.1438 0.1840 -0.0154
-0.1240 0.0820 -0.1938
-0.1601 0.1010 0.1009
0.1802 0.1068 0.0831
-0.1409 -0.0110 0.0280
0.0144 0.0312 -0.1169
0.0112 0.0358 -0.0745
-0.0021 -0.1168 0.0222
-0.0175 0.0756 -0.0276
0.0134 -0.0378 0.0762
-0.0162 0.0024 0.0632
-0.0637 0.1858 0.0308
0.0742 -0.1594 -0.1116
0.0276 -0.0201 -0.0258
0.3902 -0.4520 0.1044
-0.0067 0.0244 0.0262
0.0054 -0.0140 -0.0169
-0.0183 0.0286 -0.0088
-0.0310 0.0192 0.0169
-0.0278 0.0234 -0.0603
-0.0389 0.0032 -0.0522
0.0365 -0.0926 0.0030
-0.0103 0.0641 0.0046
0.1092 -0.0711 0.0797
-0.0095 0.0257 0.0509
-0.0659 0.1103 0.0232
0.0324 -0.0739 0.0057
0.0035 0.0087 -0.0277
0.0249 -0.0020 0.0271
0.0042 0.0171 0.0197
-0.0363 -0.0716 -0.0649
-0.0153 0.0237 -0.0119
0.0030 -0.0096 0.0076
-0.0226 -0.0500 -0.0304
-0.0257 0.0124 -0.0768
0.0783 -0.1132 0.0112
-0.0694 0.0653 -0.0087
0.0429 -0.0231 0.0977
0.0487 0.0192 0.0508
-0.0902 0.1224 0.0737
0.0310 -0.0925 -0.0024
-0.0132 -0.0082 -0.0186
-0.0175 0.0099 0.0226
0.1032 -0.0233 0.0591
0.0111 -0.0129 -0.0238
0.0049 0.0287 -0.0211
0.0354 -0.0153 0.0113
0.0705 -0.0103 0.0571
0.0378 0.0180 0.0578
-0.0752 0.1068 -0.0114
0.0500 -0.0659 0.0156
-0.0701 0.0008 -0.0789
-0.0457 -0.0175 -0.0433
0.0567 -0.1035 0.0116
-0.0539 0.0579 -0.0103
0.0188 0.0105 0.0118
-0.3502 0.4064 -0.0897
0.0024 -0.0108 -0.0142
0.0052 0.0249 0.0146
0.0205 -0.0114 0.0090
-0.0222 -0.0153 -0.0077